A molecular structure, C37H61CrF6GeN2O5. Source: the Open Molecules 2025 dataset; level of theory: ωB97M-V/def2-TZVPD.

## Properties
Spin multiplicity: 6
<S²>: 8.764
HOMO energy (spin up / spin down), eV: -7.09 / -7.24
Electronic energy, eV: -153822.4528
ΔE to the lowest compared entry with this formula, charge and spin, eV: 0.418
M, u: 852.50
LUMO (spin up / spin down), Ha: 0.0110 / -0.0841

Structure (XYZ):
```
113
Properties=species:S:1:pos:R:3:mulliken_spin:R:1
Cr -0.970 0.101 -0.428 3.570
C -3.730 2.342 2.551 0.161
C -3.185 2.125 1.146 0.005
C -2.631 3.423 0.583 0.040
C -4.252 1.510 0.260 0.013
O -2.069 1.173 1.185 -0.164
Ge -1.314 0.559 2.688 0.789
O -0.645 -0.866 1.842 -0.114
C -0.050 -1.929 2.671 0.085
C 1.311 -1.461 3.162 0.050
C 0.077 -3.194 1.843 0.012
C -0.987 -2.205 3.845 0.070
O 0.037 1.642 3.045 0.467
C 0.331 2.415 4.228 -0.025
C 1.832 2.281 4.450 0.024
C -0.042 3.863 3.941 0.020
C -0.438 1.886 5.433 0.056
H -4.584 3.019 2.508 -0.001
H -4.073 1.404 2.994 -0.022
H -2.983 2.806 3.204 -0.035
H -3.411 4.186 0.549 0.001
H -1.822 3.789 1.221 0.001
H -2.243 3.274 -0.422 -0.010
H -5.045 2.238 0.079 0.003
H -3.825 1.209 -0.694 0.004
H -4.688 0.635 0.749 -0.003
H 1.965 -1.230 2.320 -0.015
H 1.217 -0.564 3.777 -0.006
H 1.775 -2.244 3.766 -0.002
H 0.705 -3.039 0.974 -0.009
H 0.542 -3.963 2.464 0.005
H -0.891 -3.567 1.512 -0.004
H -1.027 -1.360 4.541 -0.015
H -1.997 -2.424 3.492 0.012
H -0.628 -3.066 4.412 -0.002
H 2.355 2.448 3.506 -0.009
H 2.181 3.012 5.181 0.005
H 2.087 1.283 4.809 -0.003
H 0.493 4.221 3.060 -0.005
H 0.217 4.502 4.787 -0.001
H -1.115 3.955 3.759 0.004
H -0.210 0.830 5.599 -0.014
H -0.156 2.436 6.332 0.000
H -1.517 2.002 5.296 -0.015
C 3.226 -3.061 -3.109 0.001
C 1.889 -2.397 -3.462 -0.001
C 1.847 -2.211 -4.985 0.000
C 0.679 -3.201 -2.975 -0.005
C 0.503 -4.436 -3.581 0.005
C -0.610 -5.210 -3.321 -0.001
C -1.584 -4.688 -2.502 -0.001
C -1.481 -3.445 -1.863 0.001
C -2.834 -3.085 -1.218 -0.011
C -3.011 -2.188 -0.006 -0.002
C -3.761 -2.545 -2.322 -0.005
C -0.273 -2.729 -2.023 0.074
N 0.102 -1.566 -1.258 -0.059
C 1.329 -1.690 -0.788 -0.066
C 2.277 -0.821 -0.229 0.095
C 3.512 -1.348 0.216 0.003
C 4.275 -0.280 0.624 0.002
C 3.489 0.875 0.389 0.014
N 2.302 0.560 -0.125 0.024
C 3.979 2.297 0.573 -0.002
C 4.887 2.640 -0.618 0.001
C 4.792 2.410 1.867 0.002
C 2.835 3.307 0.627 0.004
H 4.056 -2.431 -3.436 0.000
H 3.318 -4.023 -3.619 0.000
H 3.348 -3.237 -2.042 0.000
H 1.863 -1.403 -3.018 0.005
H 2.013 -3.158 -5.503 0.000
H 2.644 -1.530 -5.290 0.000
H 0.898 -1.801 -5.324 0.000
H 1.252 -4.791 -4.278 0.001
H -0.734 -6.184 -3.775 0.000
H -2.492 -5.261 -2.348 0.000
H -3.228 -4.054 -0.902 0.002
H -2.764 -1.155 -0.211 0.036
H -2.473 -2.514 0.880 -0.027
H -4.077 -2.178 0.235 0.000
H -4.802 -2.562 -1.987 0.000
H -3.495 -1.507 -2.539 0.003
H -3.683 -3.125 -3.241 0.000
H 1.738 -2.700 -0.814 -0.005
H 3.777 -2.397 0.231 0.000
H 5.278 -0.306 1.021 -0.001
H 5.747 1.968 -0.658 0.000
H 5.255 3.666 -0.535 0.000
H 4.338 2.544 -1.557 0.000
H 5.614 1.695 1.893 0.000
H 4.162 2.234 2.744 -0.001
H 5.218 3.413 1.952 0.000
H 2.262 3.323 -0.299 0.001
H 3.239 4.309 0.793 0.000
H 2.151 3.078 1.451 -0.001
C -3.066 0.515 -4.128 -0.002
C -1.936 1.055 -3.245 -0.039
O -2.021 0.522 -1.991 -0.033
C -2.073 2.608 -3.236 -0.001
F -0.999 3.254 -2.774 0.001
F -3.115 2.960 -2.452 0.001
F -2.336 3.114 -4.460 0.000
C -0.593 0.660 -3.901 0.038
F -0.589 -0.664 -4.139 0.001
F 0.472 0.920 -3.135 0.017
F -0.393 1.272 -5.087 0.000
H -4.018 0.797 -3.680 -0.001
H -2.997 -0.571 -4.158 0.000
H -3.017 0.905 -5.142 0.000
O 0.153 2.046 -0.445 0.065
H 1.065 1.578 -0.403 -0.068
H 0.073 2.472 0.418 0.014
```

3 unconnected molecules or ions with the total composition C37H61N5O6 in a non-equilibrium geometry. Source: the Open Molecules 2025 dataset; level of theory: ωB97M-V/def2-TZVPD.

## Properties
Spin multiplicity: 3
<S²>: 2.010
HOMO energy (spin up / spin down), eV: -8.14 / -8.14
Electronic energy, eV: -59070.0178
M, u: 671.92
LUMO (spin up / spin down), Ha: -0.0097 / -0.0147

Structure (XYZ):
```
109
Properties=species:S:1:pos:R:3:mulliken_spin:R:1
N -0.894 3.727 1.429 0.001
C -0.940 4.271 -0.015 0.000
C 0.516 4.079 -0.709 0.000
C 0.671 2.924 -1.838 0.000
C -0.560 1.880 -2.022 0.000
C -0.729 0.735 -0.853 0.001
C 0.604 0.613 0.151 0.000
O 1.780 0.030 -0.566 0.000
C 2.952 -0.052 0.318 0.000
O 4.023 0.853 -0.165 0.000
N -0.948 -0.576 -1.574 0.000
C -0.879 -1.785 -0.675 0.001
C -0.041 -3.081 -1.192 -0.002
C 0.203 -4.494 -0.356 0.000
C -0.545 -4.432 1.140 0.000
C -1.356 -3.056 1.458 0.000
N -1.549 -1.816 0.656 0.000
O -1.822 1.171 0.020 0.000
C -3.155 0.871 -0.486 0.000
O -3.606 0.921 -1.738 0.000
C -4.307 0.489 0.667 0.000
C -4.118 0.908 2.246 0.000
C -5.349 0.521 3.272 0.000
C -6.718 -0.248 2.727 0.000
C -6.906 -0.682 1.149 0.000
C -5.671 -0.297 0.114 0.000
H -0.169 4.231 1.989 -0.001
H -1.858 3.840 1.867 0.000
H -1.866 3.899 -0.620 0.000
H -1.100 5.446 0.127 0.000
H 1.300 3.841 0.154 0.000
H 0.854 5.134 -1.146 0.000
H 1.731 2.403 -1.661 0.000
H 0.799 3.485 -2.885 0.000
H -0.353 1.296 -3.044 0.000
H -1.572 2.476 -2.238 0.000
H 0.895 1.668 0.629 -0.001
H 0.379 -0.070 1.104 0.000
H 3.286 -1.173 0.402 0.000
H 2.663 0.315 1.400 0.000
H 4.756 0.742 0.539 0.000
H -0.190 -0.745 -2.302 0.000
H 0.453 -3.011 -2.271 0.001
H 0.813 -5.412 -0.746 0.000
H -0.456 -5.348 1.892 0.000
H -1.874 -3.037 2.536 0.000
H -3.133 1.480 2.546 0.000
H -5.216 0.860 4.400 0.000
H -7.555 -0.461 3.521 0.000
H -7.907 -1.210 0.785 0.000
H -5.822 -0.599 -1.016 0.000
C 4.280 5.008 6.919 0.013
C 2.845 5.506 6.587 0.025
C 1.893 5.092 7.738 0.021
C 1.644 3.587 7.774 -0.017
C 1.145 3.077 6.427 0.017
C 1.977 3.540 5.198 0.063
N 2.387 4.982 5.255 0.268
O 1.278 5.753 4.859 0.648
C 3.248 2.668 5.033 0.016
C 1.140 3.183 3.919 -0.052
C 3.009 7.062 6.585 -0.004
H 4.714 5.587 7.744 0.001
H 4.323 3.972 7.255 0.001
H 4.948 5.122 6.060 -0.008
H 0.929 5.609 7.637 0.001
H 2.305 5.409 8.704 0.000
H 2.552 3.050 8.066 0.001
H 0.899 3.361 8.545 0.002
H 1.105 1.980 6.460 -0.001
H 0.106 3.414 6.312 0.003
H 3.872 3.037 4.211 -0.010
H 2.986 1.629 4.794 0.000
H 3.864 2.607 5.929 0.002
H 0.133 3.615 3.943 0.004
H 1.002 2.098 3.830 -0.001
H 1.641 3.525 3.006 0.007
H 3.712 7.381 5.809 0.000
H 3.395 7.417 7.548 0.000
H 2.061 7.592 6.428 0.000
C -0.706 -6.639 -7.961 0.012
C -0.270 -6.473 -6.478 0.023
C -1.527 -6.195 -5.615 0.023
C -2.112 -4.809 -5.871 -0.019
C -1.060 -3.721 -5.688 0.019
C 0.283 -3.975 -6.429 0.024
N 0.765 -5.393 -6.337 0.281
O 1.371 -5.552 -5.076 0.640
C 0.170 -3.584 -7.924 0.016
C 1.315 -2.931 -5.873 -0.013
C 0.299 -7.886 -6.122 -0.005
H -1.249 -7.581 -8.106 0.001
H -1.391 -5.867 -8.310 0.000
H 0.161 -6.661 -8.628 -0.007
H -1.283 -6.285 -4.548 0.002
H -2.298 -6.950 -5.813 0.001
H -2.546 -4.748 -6.874 0.000
H -2.941 -4.631 -5.175 0.002
H -1.488 -2.761 -6.007 0.001
H -0.870 -3.625 -4.610 0.003
H 1.092 -3.828 -8.464 -0.010
H 0.008 -2.505 -8.039 0.001
H -0.664 -4.053 -8.444 0.002
H 1.411 -2.978 -4.782 0.003
H 1.002 -1.906 -6.106 0.000
H 2.309 -3.078 -6.313 0.000
H 1.164 -8.130 -6.748 0.000
H -0.456 -8.665 -6.284 0.000
H 0.601 -7.974 -5.071 0.000
```

A molecular structure, C37H63AlClN4O6P2. Source: the Open Molecules 2025 dataset; level of theory: ωB97M-V/def2-TZVPD.

## Properties
HOMO energy, eV: -11.52
Electronic energy, eV: -95338.3302
Total charge: +1
ΔE to the lowest compared entry with this formula, charge and spin, eV: 0.225
M, u: 784.32
LUMO, Ha: -0.0981

Structure (XYZ):
```
114
Properties=species:S:1:pos:R:3:lowdin_charge:R:1
Al 0.011 0.090 -0.125 -0.077
O 1.129 -2.936 -2.343 0.127
C 0.446 -2.391 -1.515 -0.514
O 0.849 -1.367 -0.791 0.001
C -0.953 -2.868 -1.162 -0.062
C -1.127 -2.852 0.364 -0.221
C -2.335 -3.675 0.788 -0.077
C -3.497 -2.782 0.297 -0.071
C -2.749 -1.575 -0.264 -0.222
O -1.577 -1.483 0.596 -0.103
C -2.104 -1.898 -1.613 -0.063
C -1.634 -0.610 -2.283 -0.510
O -1.740 -0.423 -3.468 0.132
O -1.164 0.301 -1.446 -0.028
H -1.090 -3.860 -1.586 0.165
H -0.212 -3.032 0.922 0.163
H -2.326 -4.664 0.335 0.126
H -2.356 -3.795 1.870 0.119
H -4.109 -3.256 -0.469 0.126
H -4.150 -2.488 1.117 0.119
H -3.288 -0.639 -0.231 0.134
H -2.786 -2.394 -2.301 0.165
C 3.903 4.146 -1.336 -0.100
N 3.278 2.918 -0.845 -0.286
C 4.201 2.096 -0.061 -0.083
P 2.090 2.104 -1.645 0.634
O 1.285 1.297 -0.628 -0.152
N 2.756 1.076 -2.724 -0.273
C 2.069 -0.094 -3.279 -0.063
C 3.831 1.564 -3.583 -0.073
N 1.244 3.269 -2.437 -0.268
C 0.372 2.851 -3.543 -0.051
C 0.707 4.417 -1.713 -0.084
H 3.985 4.865 -0.518 0.091
H 3.324 4.586 -2.141 0.078
H 4.911 3.944 -1.710 0.087
H 4.741 2.738 0.634 0.093
H 4.928 1.584 -0.699 0.096
H 3.656 1.357 0.520 0.052
H 1.159 -0.302 -2.730 0.054
H 2.708 -0.973 -3.208 0.099
H 1.821 0.076 -4.329 0.097
H 4.338 2.415 -3.138 0.060
H 3.443 1.865 -4.561 0.094
H 4.561 0.767 -3.733 0.098
H 0.853 2.081 -4.138 0.073
H 0.195 3.714 -4.184 0.097
H -0.585 2.462 -3.183 0.080
H 1.339 4.678 -0.867 0.065
H -0.302 4.220 -1.353 0.052
H 0.667 5.275 -2.387 0.106
Cl 4.655 -1.382 2.469 0.738
C 2.953 -1.174 2.630 -0.619
C 2.295 -1.522 3.799 -0.045
C 0.926 -1.335 3.858 -0.007
C 0.269 -0.799 2.764 -0.105
N 0.914 -0.454 1.647 0.054
C 2.233 -0.659 1.571 -0.117
H 2.845 -1.937 4.632 0.123
H 0.367 -1.600 4.743 0.124
H -0.797 -0.648 2.762 0.103
H 2.711 -0.423 0.633 0.106
C -3.629 2.920 5.129 -0.179
C -4.525 2.524 3.953 -0.185
C -3.797 2.757 2.632 -0.189
C -2.649 1.737 2.478 -0.391
C -2.031 1.405 3.862 -0.202
C -2.159 2.542 4.873 -0.182
P -1.425 2.086 1.115 1.187
C -2.414 2.762 -0.320 -0.387
C -3.712 1.946 -0.594 -0.188
C -4.915 2.829 -0.926 -0.196
C -4.604 3.800 -2.058 -0.174
C -3.296 4.573 -1.794 -0.168
C -2.690 4.267 -0.421 -0.213
C -0.245 3.431 1.640 -0.389
C 0.840 2.904 2.595 -0.194
C 2.039 3.865 2.657 -0.170
C 1.618 5.322 2.453 -0.191
C 0.227 5.528 3.033 -0.181
C -0.811 4.757 2.202 -0.178
H -3.989 2.456 6.048 0.110
H -3.700 4.000 5.280 0.113
H -5.455 3.093 3.980 0.116
H -4.808 1.469 4.023 0.117
H -3.423 3.782 2.614 0.099
H -4.487 2.665 1.798 0.089
H -3.104 0.806 2.115 0.097
H -0.988 1.111 3.777 0.063
H -2.557 0.534 4.266 0.123
H -1.603 3.411 4.521 0.084
H -1.678 2.239 5.806 0.116
H -1.740 2.525 -1.150 0.073
H -3.973 1.308 0.250 0.079
H -3.528 1.285 -1.443 0.111
H -5.233 3.389 -0.043 0.102
H -5.757 2.190 -1.199 0.119
H -5.437 4.493 -2.179 0.110
H -4.527 3.245 -2.996 0.114
H -3.458 5.648 -1.886 0.114
H -2.554 4.311 -2.554 0.102
H -3.346 4.616 0.378 0.114
H -1.762 4.826 -0.330 0.070
H 0.271 3.638 0.694 0.075
H 1.183 1.920 2.284 0.079
H 0.418 2.793 3.594 0.101
H 2.782 3.579 1.913 0.085
H 2.517 3.761 3.634 0.117
H 1.597 5.568 1.385 0.102
H 2.344 5.994 2.911 0.114
H -0.042 6.585 3.050 0.116
H 0.218 5.190 4.074 0.114
H -1.131 5.401 1.386 0.096
H -1.696 4.575 2.809 0.080
```